Below is the ion C3H3N2 with charge +1 in a non-equilibrium geometry, with properties calculated with ωB97M-V/def2-TZVPD.

Element x y z (Å)
C: 1.245914 0.002053 0.003052
C: 0.123836 -0.900122 -0.011291
C: -1.556188 0.790511 -0.010376
N: 1.089284 1.224299 -0.002641
N: -1.014898 -0.242208 0.005096
H: 2.241552 -0.464484 0.009189
H: 0.152811 -1.973982 -0.054371
H: -2.282308 1.563930 0.061339

Force components x, y, z for each atom (eV/Å):
C 1.43 -1.61 -0.01
C 0.49 -0.64 -0.01
C -0.20 -1.50 0.12
N -0.11 1.45 0.02
N -1.36 1.55 -0.12
H -0.03 0.25 0.00
H -0.02 -0.12 0.03
H -0.19 0.63 -0.02

Calculated values
Net charge: +1
Energy relative to the best compared isomer or geometry (same formula, charge and spin) (kJ/mol): 261.91
Frontier orbital gap (alpha / beta) (Eh): 0.28888 / 0.31136
Largest force on an atom (eV/Å): 2.2
DFT total energy (eV): -6126.864
Highest occupied orbital energy (alpha / beta) (eV): -15.8 / -15.3

These are the Mulliken partial charges, in e, on atoms 1 to 5: C 0.198; C -0.292; C 0.216; N -0.364; N -0.037